# C36H40B2N9OPdSe

A structure of composition C36H40B2N9OPdSe (ωB97M-V/def2-TZVPD, the OMol25 dataset).

```
90
Properties=species:S:1:pos:R:3:mulliken_spin:R:1
Pd -0.190 -0.156 0.046 1.451
C 0.621 5.137 -1.279 0.001
C 0.314 3.721 -1.631 0.009
C -0.036 3.192 -2.852 -0.021
C -0.215 1.822 -2.634 -0.052
N 0.003 1.537 -1.349 0.179
N 0.332 2.709 -0.734 0.023
B 0.574 2.806 0.777 -0.044
N 1.792 1.839 1.152 0.185
N 1.733 0.558 0.933 0.332
C 2.934 0.007 1.331 0.137
C 3.746 1.072 1.829 0.084
C 3.020 2.210 1.690 -0.049
C 3.347 3.616 2.038 0.002
C 3.236 -1.373 1.300 0.117
C 4.337 -1.845 2.075 0.080
C 4.601 -3.183 2.171 0.000
C 3.790 -4.098 1.487 0.163
C 2.742 -3.663 0.679 -0.010
C 2.474 -2.322 0.567 0.051
N -0.630 2.374 1.594 0.007
N -1.244 1.195 1.326 0.180
C -2.302 1.091 2.126 0.017
C -2.364 2.232 2.944 0.015
C -1.303 3.024 2.572 -0.008
C -0.895 4.362 3.085 0.000
C -3.193 -0.078 2.139 -0.021
C -3.369 -0.873 1.013 0.011
C -4.152 -2.013 1.071 0.004
C -4.785 -2.363 2.256 0.000
C -4.645 -1.555 3.374 0.001
C -3.853 -0.420 3.317 -0.001
C -0.554 0.821 -3.662 -0.039
C -1.441 1.171 -4.679 0.005
C -1.745 0.273 -5.689 0.003
C -1.151 -0.982 -5.708 -0.002
C -0.257 -1.334 -4.708 -0.002
C 0.033 -0.440 -3.688 0.005
H 0.539 5.753 -2.171 0.000
H 1.631 5.242 -0.884 0.000
H -0.072 5.522 -0.532 0.000
H -0.117 3.722 -3.785 0.002
H 0.896 3.912 1.070 -0.002
H 4.748 1.006 2.214 0.000
H 4.328 3.652 2.506 0.001
H 2.615 4.030 2.731 0.000
H 3.360 4.250 1.152 -0.001
H 4.937 -1.141 2.634 -0.003
H 5.417 -3.538 2.783 0.004
H 3.989 -5.158 1.579 0.002
H 2.132 -4.383 0.153 0.008
H 1.682 -1.994 -0.090 0.010
H -3.113 2.469 3.678 0.001
H -1.557 4.653 3.898 0.001
H -0.954 5.125 2.309 0.000
H 0.125 4.352 3.469 0.000
H -2.909 -0.596 0.073 -0.017
H -4.260 -2.640 0.195 0.000
H -5.381 -3.264 2.307 0.000
H -5.137 -1.819 4.300 0.000
H -3.720 0.183 4.205 0.000
H -1.913 2.145 -4.668 0.000
H -2.439 0.558 -6.469 0.000
H -1.373 -1.675 -6.510 0.000
H 0.231 -2.300 -4.732 -0.001
H 0.733 -0.728 -2.911 0.065
C -3.250 -1.424 -2.714 -0.002
N -2.461 -2.651 -2.738 0.003
C -2.898 -3.737 -3.605 0.001
C -1.323 -2.708 -2.047 0.012
C -0.449 -3.923 -2.187 0.005
O -0.972 -1.781 -1.295 0.021
H -3.925 -1.435 -3.566 0.000
H -2.594 -0.559 -2.794 0.001
H -3.834 -1.345 -1.797 0.000
H -3.976 -3.666 -3.729 0.000
H -2.679 -4.705 -3.162 0.000
H -2.429 -3.676 -4.590 0.000
H -0.327 -4.222 -3.227 0.000
H -0.884 -4.763 -1.642 0.000
H 0.522 -3.694 -1.757 0.000
Se 3.027 0.852 -2.194 0.789
C 4.076 0.178 -3.507 -0.059
N 4.734 -0.275 -4.342 0.205
B -0.221 -3.680 3.351 0.005
C -0.248 -2.535 2.272 -0.014
N -0.195 -1.700 1.474 0.151
H -0.735 -4.646 2.823 -0.001
H -0.850 -3.288 4.306 0.001
H 0.952 -3.874 3.609 0.001
```

Properties
<S²>: 6.05
Charge: +1
LUMO level (spin up / spin down) in eV: -3.2123 / -6.5317
Spin multiplicity: 5
Frontier orbital gap (spin up / spin down) in eV: 7.6 / 4.3

***

# C26H44BrN3OP2Pt

A structure of composition C26H44BrN3OP2Pt in a non-equilibrium geometry (ωB97M-V/def2-TZVPD, the OMol25 dataset).

```
78
Properties=species:S:1:pos:R:3:mulliken_spin:R:1
N 5.614 2.395 -7.702 0.853
C 5.912 1.396 -6.873 -0.013
C 5.051 1.113 -5.782 0.153
C 3.877 1.905 -5.565 -0.029
C 3.612 2.935 -6.496 0.145
C 4.523 3.168 -7.561 -0.023
C 2.997 1.481 -4.462 0.148
Pt -1.338 0.564 -1.101 0.180
P -3.165 -0.539 -0.391 0.009
C 1.702 1.866 -4.260 0.165
C 0.811 0.910 -3.637 0.087
C -0.516 0.790 -4.027 0.168
C -1.327 -0.172 -3.399 -0.010
C -0.807 -1.062 -2.375 0.602
C 0.579 -1.101 -2.186 0.155
C 1.356 -0.068 -2.740 0.034
Br -0.702 -1.979 0.809 0.796
H 3.431 0.638 -3.891 0.006
H 1.258 2.779 -4.711 0.001
H 5.307 0.283 -5.148 0.010
H 2.729 3.566 -6.449 0.012
H 6.830 0.796 -7.032 0.027
H 4.404 3.968 -8.312 0.023
H -0.834 1.431 -4.829 -0.007
H 2.420 -0.022 -2.540 -0.005
H -2.339 -0.346 -3.687 0.016
H 1.036 -1.878 -1.579 0.030
P -1.143 2.353 0.096 0.032
C -2.913 -2.388 -0.920 0.104
C -4.102 -3.248 -1.283 0.042
H -2.343 -2.835 -0.051 0.019
H -2.148 -2.219 -1.718 0.119
H -3.772 -4.247 -1.574 -0.001
H -4.780 -3.375 -0.423 0.006
H -4.669 -2.816 -2.110 0.009
C -4.473 -0.090 -1.647 -0.006
C -5.954 -0.165 -1.253 -0.002
H -4.275 -0.768 -2.470 0.002
H -4.100 0.900 -1.926 -0.002
H -6.596 0.321 -1.974 0.000
H -6.234 -1.230 -1.231 0.000
H -6.251 0.272 -0.304 0.000
C -4.251 -0.546 1.164 -0.001
C -4.586 -1.927 1.730 0.004
H -5.221 -0.075 0.909 0.001
H -3.829 0.205 1.879 -0.001
H -4.456 -2.052 2.801 0.000
H -5.650 -2.083 1.505 0.000
H -4.052 -2.765 1.259 -0.004
C -1.018 2.275 1.883 -0.004
C -0.751 3.704 2.362 0.000
H -0.237 1.552 2.182 0.007
H -1.975 1.877 2.255 -0.002
H 0.327 3.901 2.461 0.000
H -1.172 4.449 1.666 0.000
H -1.224 3.875 3.335 0.000
C -2.608 3.336 -0.428 0.018
C -2.367 4.013 -1.767 -0.004
H -2.840 4.021 0.394 0.001
H -3.432 2.599 -0.478 0.004
H -1.707 4.879 -1.649 0.000
H -1.922 3.345 -2.524 0.004
H -3.317 4.384 -2.161 0.001
C 0.429 2.895 -0.795 -0.003
C 1.666 2.402 -0.054 0.005
H 0.378 3.992 -0.937 0.003
H 0.395 2.423 -1.808 0.026
H 2.545 2.639 -0.667 0.000
H 1.775 2.883 0.934 0.001
H 1.669 1.300 0.074 0.002
N 2.135 -2.350 1.965 0.092
C 2.298 -0.993 1.692 0.004
N 2.054 -0.225 2.835 0.004
O 2.616 -0.548 0.590 -0.001
H 1.518 -2.460 2.741 -0.007
H 1.807 -2.805 1.110 -0.006
H 2.232 0.758 2.722 0.002
H 2.425 -0.629 3.681 0.000
```

Properties
<S²>: 6.09
Charge: +4
LUMO level (spin up / spin down) in eV: -13.1669 / -15.5477
Spin multiplicity: 5
Frontier orbital gap (spin up / spin down) in eV: 6.2 / 3.8

***

# C2H6NO4S

A cluster of 3 separate species, C2H6NO4S in total in a non-equilibrium geometry (ωB97M-V/def2-TZVPD, the OMol25 dataset).

```
14
Properties=species:S:1:pos:R:3:nbo_charge:R:1
C 1.911 -0.045 0.345 0.428
C 1.560 0.956 1.105 -0.671
N 2.261 -0.747 -0.638 -0.673
O -0.750 -1.700 1.774 -0.985
O -1.988 -0.265 0.184 -1.037
O -1.705 1.987 -1.315 -0.983
O -0.764 -2.322 -0.972 -1.020
S -0.756 -1.011 0.417 1.683
H -1.940 1.265 -0.639 0.508
H 0.526 1.310 1.050 0.251
H 2.219 1.565 1.831 0.226
H -0.923 -2.006 -1.768 0.442
H 2.107 -1.745 -0.671 0.390
H -1.757 2.756 -0.703 0.442
```

Properties
Charge: -1
LUMO level in eV: 3.7392
Frontier orbital gap in eV: 8.1

***

| no. | calculated total energy (eV) |
| --- | --- |
| 1 | -123612.202 |
| 2 | -126013.113 |
| 3 | -22685.733 |